1.
An isolated molecule of C5H10O. Source: OMol25; level of theory: the ωB97M-V functional and the def2-TZVPD basis.

Output
* HOMO level: -0.3618 hartree
* E_tot: -7393.713 eV
* E_LUMO: 1.03 eV
* energy relative to the best compared isomer or geometry (same formula, charge and spin): 101.6 kJ/mol
* structure (SMILES): CCC1(O)CC1

Each line ends with the Löwdin charge.
Element x y z (Å)
C1 1.949 0.284 0.117  -0.09
C2 0.810 -0.369 -0.674  -0.18
C3 -0.473 -0.352 0.136  -0.56
O1 -0.485 -1.251 1.215  0.01
C4 -1.080 0.971 0.453  -0.08
C5 -1.809 0.005 -0.453  -0.07
H1 2.747 0.652 -0.533  0.07
H2 2.381 -0.412 0.841  0.07
H3 1.559 1.138 0.682  0.07
H4 1.068 -1.406 -0.931  0.11
H5 0.650 0.153 -1.626  0.11
H6 -0.685 -2.125 0.855  0.10
H7 -1.442 1.110 1.466  0.11
H8 -0.631 1.851 -0.004  0.11
H9 -2.676 -0.501 -0.035  0.10
H10 -1.885 0.253 -1.509  0.10

Atomic forces in eV per Å
C 0.06 0.03 0.05
C -0.04 0.01 -0.03
C 0.06 0.26 -0.19
O -0.06 -0.25 -0.01
C 0.03 0.16 0.11
C -0.13 -0.09 -0.11
H -0.06 -0.15 0.06
H -0.06 0.08 -0.09
H 0.13 -0.09 -0.12
H -0.08 0.16 0.01
H -0.04 0.00 0.19
H 0.07 0.09 0.13
H -0.03 -0.03 -0.18
H -0.09 -0.16 0.09
H 0.15 0.06 -0.08
H 0.07 -0.09 0.16

=====

2.
An isolated molecule of C2H6N2OS in a non-equilibrium geometry. Source: OMol25; level of theory: the ωB97M-V functional and the def2-TZVPD basis.

Output
* HOMO level: -0.3246 hartree
* E_tot: -18032.167 eV
* E_LUMO: 0.81 eV
* energy relative to the best compared isomer or geometry (same formula, charge and spin): 254.5 kJ/mol
* structure (SMILES): C/C(=N/O)NS

Each line ends with the Löwdin charge.
Element x y z (Å)
C1 -0.117 1.533 -0.043  -0.07
C2 0.379 0.121 -0.103  -0.46
H1 -0.368 1.836 0.937  0.06
H2 0.645 2.276 -0.457  0.11
H3 -1.019 1.698 -0.659  0.05
H4 -0.285 -1.774 0.268  0.04
H5 -2.799 -0.851 0.884  -0.15
H6 2.812 -1.601 -0.466  0.10
N1 -0.605 -0.840 0.299  -0.37
N2 1.615 -0.145 -0.268  0.00
O1 1.933 -1.452 -0.082  -0.07
S1 -2.192 -0.802 -0.309  0.76

Atomic forces in eV per Å
C 1.06 1.33 -2.61
C -1.15 -0.44 0.99
H -0.17 0.07 1.24
H -0.77 -1.22 0.66
H 0.36 -0.35 0.26
H 0.79 -0.89 0.01
H -0.17 0.14 0.03
H -0.42 0.50 0.17
N 0.73 0.81 -0.44
N -0.12 1.76 -0.34
O 0.02 -1.85 0.03
S -0.15 0.14 -0.01

=====

Which value of E_LUMO does entry 1 give? 1.03 eV

=====

energy relative to the best compared isomer or geometry (same formula, charge and spin) of number 2 (C2H6N2OS)? 254.5 kJ/mol

=====

Among the records above, which one has the lowest E_LUMO? C2H6N2OS